# 1
{
  "formula": "C2H7N3S",
  "method": "ωB97M-V/def2-TZVPD",
  "symbols": ["C", "C", "H", "H", "H", "H", "H", "H", "H", "N", "N", "N", "S"],
  "coordinates": [[-2.650361, -0.008890, 0.109670], [1.109412, 1.098619, -0.071657], [-3.213756, -0.875326, -0.240225], [-2.899823, 0.844696, -0.527066], [-2.840553, 0.085191, 1.198986], [1.536911, 2.100142, -0.056621], [3.044588, 0.512660, 0.098341], [1.308605, -1.504328, 0.738535], [1.671758, -1.561506, -0.918608], [-0.165944, 0.992097, -0.147763], [2.097509, 0.135310, -0.002203], [1.970131, -1.259274, 0.022426], [-0.968483, -0.559397, -0.203810]],
  "forces_ev_per_angstrom": [[0.1589, -0.6108, 0.2661], [-0.5958, -1.1316, -0.0388], [-0.2740, 0.0701, 0.0092], [0.0428, -0.0178, 0.4703], [0.0696, 0.4459, -0.8123], [-0.1077, -0.0013, 0.0105], [-0.6809, -0.6114, -0.0434], [-0.2373, -0.3203, -0.0628], [-0.0150, -0.0573, 0.9601], [0.2228, -0.3631, 0.0852], [0.7617, 1.2994, 0.1007], [0.1210, 0.4185, -0.9736], [0.5339, 0.8797, 0.0287]],
  "mulliken_charge": [-0.772, 0.087, 0.299, 0.268, 0.252, 0.338, 0.212, 0.305, 0.292, -0.443, -0.039, -0.712, -0.088],
  "smiles": "CS/N=C\\NN"
}

---

# 2
{
  "formula": "C35H37BiN6SSb2",
  "method": "ωB97M-V/def2-TZVPD",
  "symbols": ["Bi", "N", "C", "N", "C", "N", "N", "C", "C", "C", "C", "C", "C", "N", "C", "C", "C", "C", "C", "C", "H", "H", "H", "H", "H", "H", "H", "H", "H", "H", "H", "S", "C", "C", "C", "C", "C", "C", "C", "C", "C", "N", "H", "H", "H", "H", "H", "H", "C", "Sb", "C", "C", "C", "C", "C", "C", "C", "C", "C", "Sb", "C", "C", "H", "H", "H", "H", "H", "H", "H", "H", "H", "H", "H", "H", "H", "H", "H", "H", "H", "H", "H", "H"],
  "coordinates": [[1.531720, -0.668257, 0.663203], [-3.981168, -0.224644, -0.367113], [-2.680141, -0.149158, -0.642227], [-1.733676, -0.702726, 0.050241], [-2.079693, -1.440378, 1.165277], [-1.238651, -2.209595, 1.781099], [0.053957, -2.306817, 1.548679], [0.614264, -3.470843, 1.663909], [2.022159, -3.693913, 1.501239], [2.556032, -4.990669, 1.569142], [3.913476, -5.171641, 1.379937], [4.718720, -4.064326, 1.129328], [4.118109, -2.818519, 1.069694], [2.817368, -2.641404, 1.247430], [-3.471153, -1.506830, 1.582572], [-3.908717, -2.224056, 2.702376], [-5.258180, -2.381181, 2.938836], [-6.199318, -1.799683, 2.088507], [-5.793348, -1.048228, 1.005890], [-4.433874, -0.911328, 0.745388], [-4.658288, 0.205616, -0.984324], [-2.398017, 0.421065, -1.518040], [-0.005641, -4.340161, 1.859700], [1.914774, -5.836520, 1.764998], [4.345559, -6.159627, 1.423668], [5.782880, -4.167778, 0.983590], [4.686014, -1.921144, 0.872568], [-3.173557, -2.668826, 3.353014], [-5.593509, -2.971994, 3.777438], [-7.251520, -1.952232, 2.268037], [-6.510475, -0.573939, 0.352748], [3.556791, 1.289237, 4.377254], [2.320328, 0.269879, 4.963043], [1.629379, -0.359673, 3.966588], [2.090173, -0.012199, 2.688294], [3.142713, 0.877577, 2.742952], [3.783784, 1.417672, 1.578903], [4.827438, 2.348218, 1.620524], [5.347350, 2.826449, 0.435352], [4.823944, 2.375108, -0.775608], [3.794339, 1.457935, -0.739980], [3.292377, 0.995059, 0.400751], [2.161448, 0.193042, 6.019869], [0.823510, -1.045807, 4.151170], [5.200165, 2.687711, 2.572487], [6.146169, 3.550256, 0.442822], [5.213883, 2.727275, -1.716842], [3.339491, 1.079548, -1.648219], [-1.840265, 2.416937, 1.514215], [-0.036591, 1.887097, 0.431204], [1.113670, 3.346623, 1.542583], [-0.283995, 3.075957, -1.433864], [-1.475872, 2.682788, -2.219448], [-2.721168, 3.152115, -1.800559], [-3.889146, 2.794522, -2.445775], [-3.823705, 1.955187, -3.547467], [-2.595047, 1.519262, -4.000614], [-1.404279, 1.880384, -3.370677], [-0.137553, 1.380893, -3.943538], [0.500643, -0.471329, -2.943531], [-1.095376, -1.694888, -3.746912], [1.884568, -1.078951, -4.509078], [-1.892943, 3.497472, 1.599269], [-1.789902, 1.985781, 2.509184], [-2.725133, 2.057114, 1.003701], [0.630234, 4.317358, 1.485463], [2.123914, 3.423336, 1.157986], [1.147872, 3.026234, 2.580398], [0.645623, 2.960722, -1.984535], [-0.361650, 4.099018, -1.076534], [-2.761380, 3.835627, -0.966678], [-4.836499, 3.195753, -2.119702], [-4.720674, 1.660789, -4.068700], [-2.543974, 0.899549, -4.882726], [0.676374, 2.094460, -3.852350], [-0.265030, 1.135145, -4.994505], [-1.388809, -1.335673, -4.726880], [-1.955221, -1.689733, -3.085791], [-0.727313, -2.711664, -3.839644], [1.357898, -1.149144, -5.455019], [2.283263, -2.057094, -4.256108], [2.708076, -0.379199, -4.609529]],
  "forces_ev_per_angstrom": [[-0.1654, 0.1371, -0.7724], [-0.0755, 0.1391, -0.2232], [-0.0826, 0.0866, -0.2044], [0.2716, -0.3418, 0.3598], [0.5332, -0.1995, -0.5882], [-1.5863, -0.7437, 1.2494], [1.4646, -0.3093, -0.4143], [-1.4032, 0.3260, 0.0670], [1.1974, -0.6409, -0.1691], [-0.2919, 0.4672, 0.0318], [0.1894, 0.3041, -0.0581], [-0.2094, -0.1430, 0.0663], [0.2907, -0.0923, -0.0292], [-0.2479, -0.3226, 0.1698], [-0.5441, 0.2528, -0.1696], [-0.1490, 0.0501, -0.1261], [0.1708, -0.0014, 0.0508], [0.1273, 0.0688, -0.1487], [0.0257, 0.0280, 0.0368], [0.2589, -0.4547, 0.6351], [0.2084, 0.0470, -0.0462], [-0.1597, 0.1091, -0.1729], [-0.1426, 0.0554, 0.1195], [-0.1087, -0.0130, 0.0195], [0.0101, -0.0795, 0.0181], [0.0425, 0.0289, -0.0076], [0.1843, 0.0599, -0.0264], [0.0571, -0.0880, 0.0265], [-0.0008, 0.0012, 0.0843], [-0.1122, 0.0492, 0.0487], [-0.1267, -0.0069, -0.0728], [-0.3097, -0.2674, -0.5223], [0.0543, 0.0629, -0.1276], [-0.0784, -0.0419, 0.4098], [0.4356, 0.4982, -0.1819], [-0.4185, -0.3452, 0.8472], [0.7294, 0.6157, -0.5201], [-0.2519, -0.2141, -0.1115], [-0.1562, -0.1174, -0.1239], [0.0053, 0.0064, 0.1018], [0.2204, 0.2329, -0.3239], [0.2010, -0.0232, 0.3799], [-0.0364, -0.0628, 0.2727], [-0.2040, -0.1330, 0.1146], [0.0982, 0.0638, 0.1173], [0.1146, 0.0756, 0.0188], [-0.0067, 0.0209, -0.0846], [0.0390, -0.0331, -0.0520], [0.2854, -0.3414, -0.4113], [-0.2772, 1.9070, 0.4184], [-0.1445, -0.2892, -0.2953], [0.3783, -0.4621, 0.5786], [-0.3329, -0.0364, -0.2412], [0.0305, -0.0380, -0.0474], [-0.0687, 0.0268, 0.0052], [-0.1050, -0.0912, 0.0511], [0.0073, -0.0134, 0.0153], [-0.3289, 0.0974, 0.1916], [0.4728, -0.4361, 0.1765], [-0.0286, -0.0241, -1.1001], [0.2150, 0.2397, 0.3504], [-0.2123, 0.1084, 0.4185], [0.1137, 0.1194, -0.0577], [0.0508, -0.1071, 0.0830], [-0.1485, -0.0851, -0.0439], [-0.0901, 0.0558, -0.0642], [0.1274, 0.0754, -0.0553], [0.0128, -0.0405, 0.0933], [0.0812, 0.0527, 0.0504], [0.0435, 0.0854, 0.1050], [-0.0337, 0.0867, 0.1809], [-0.0967, 0.0416, 0.0596], [-0.1307, 0.0153, -0.0885], [-0.0110, -0.0606, -0.1347], [0.0992, 0.0600, -0.0514], [0.0615, -0.0413, -0.0656], [0.0276, 0.0956, -0.1310], [-0.1300, -0.0351, 0.0514], [0.0498, -0.1214, 0.0238], [-0.1157, 0.0372, -0.0772], [0.0577, -0.0882, 0.0146], [0.0779, 0.0948, 0.0283]],
  "mulliken_charge": [1.064, 0.290, -1.112, 0.047, 0.385, -1.090, 0.783, -0.796, 0.868, -1.045, -0.329, -0.841, -0.231, -0.074, 0.624, -0.395, -0.805, -0.561, -0.849, 0.131, 0.315, 0.496, 0.370, 0.469, 0.460, 0.451, 0.504, 0.501, 0.435, 0.436, 0.466, -0.183, -0.562, -0.914, 0.660, -0.148, 0.792, -0.901, -0.633, -0.673, -0.771, 0.479, 0.518, 0.500, 0.529, 0.474, 0.494, 0.478, -1.387, 0.855, -1.388, -1.627, 0.736, -0.282, -1.112, -0.752, -0.502, 1.021, -1.952, 0.382, -1.186, -1.297, 0.531, 0.478, 0.379, 0.637, 0.360, 0.398, 0.405, 0.729, 0.534, 0.468, 0.489, 0.425, 0.671, 0.630, 0.406, 0.182, 0.492, 0.362, 0.392, 0.416],
  "charge": 2
}

---

F_max in eV/Å, matching the order above: 1.5 2.2
Energy relative to the best compared isomer or geometry (same formula, charge and spin) in kJ/mol, matching the order above: 143.0 76.6
HOMO-LUMO gap in eV, matching the order above: 8.80 6.72